{"formula": "C9H14O", "method": "ωB97M-V/def2-TZVPD", "homo_lumo_gap_ev": 9.325, "de_lowest_ev": 1.128, "smiles": "Cc1ccc(O)cc1.CC", "total_charge": 0, "homo_ev": -8.4225, "symbols": ["C", "C", "C", "H", "H", "H", "H", "H", "H", "H", "H", "C", "H", "H", "O", "C", "H", "C", "C", "C", "H", "H", "H", "C"], "xyz": [[-0.45171, -1.51302, 1.42000], [-0.48053, 0.86587, 1.44044], [-0.80949, 0.95981, 0.08947], [-0.78486, 1.94691, -0.38511], [3.40018, 1.45978, -2.54889], [-0.83537, -0.33726, -1.69390], [-1.89510, -3.34037, -0.30869], [-0.09839, -0.45099, 3.15406], [-1.18020, -2.67459, -1.70535], [2.95947, -0.21499, -2.60837], [0.60531, 0.67778, -2.98310], [-0.96710, -2.77281, -0.65574], [0.57958, 1.84187, -1.83931], [2.77256, 0.58076, -1.07697], [-0.39733, 2.11608, 2.03620], [1.32694, 1.38679, -2.52455], [-0.10359, -3.41938, -0.54433], [-0.84649, -0.26531, -0.59338], [-0.21772, -0.31227, 2.08464], [2.68113, 0.74260, -2.15258], [1.56298, 2.11267, -3.29813], [-0.28287, -2.47261, 1.92378], [-0.25765, 1.92057, 2.97137], [-0.81491, -1.50845, 0.10749]], "atomic_forces_ev_per_a": [[0.276, -0.201, 0.415], [-0.241, 2.089, -0.388], [0.971, -1.699, -0.532], [-0.332, -0.557, 0.226], [0.482, -0.174, 0.668], [-0.475, 0.297, 0.671], [1.239, 0.510, -0.074], [0.451, 0.773, 0.051], [0.235, 0.526, -0.528], [-0.716, 0.148, -0.215], [0.755, -0.004, -0.221], [-1.660, -1.475, 0.534], [1.642, 0.004, 0.377], [0.266, 0.283, -0.035], [0.134, -1.001, 0.776], [-1.445, -0.834, -1.269], [0.075, -0.217, 0.059], [-0.344, -0.172, 0.185], [-0.925, -1.169, 0.691], [-0.343, 0.462, 0.517], [-0.421, 0.214, -0.086], [-0.196, 0.444, -0.042], [0.054, 0.510, 0.057], [0.519, 1.240, -1.837]], "nbo_charge": [-0.173, 0.296, -0.265, 0.231, 0.206, 0.211, 0.216, 0.217, 0.217, 0.210, 0.196, -0.626, 0.218, 0.212, -0.669, -0.623, 0.217, -0.168, -0.317, -0.620, 0.201, 0.210, 0.472, -0.070]}